129
Properties=species:S:1:pos:R:3 method="wB97M-V/def2-TZVPD" multiplicity=1 gap_ev=9.419 lumo_ev=-0.525 smiles="O=S1(=O)OCCO1.O=S1(=O)OCCO1.O=S1(=O)OCCO1.O=C1CCCO1.O=C1CCCO1.O=C1CCCO1.O=C1CCCO1.O=C1CCCO1.O=C1CCCO1.O=C1CCCO1.O=C1CCCO1" energy_ev=-130205.944 homo_energy_ev=-9.94
O -14.12 -8.44 8.57
S -14.19 -9.78 7.94
O -15.43 -10.28 7.41
O -12.83 -10.16 7.09
C -11.81 -10.90 7.77
C -12.28 -11.03 9.20
O -13.68 -10.92 9.06
H -11.60 -11.85 7.26
H -10.85 -10.39 7.70
H -11.92 -10.12 9.69
H -11.98 -11.99 9.63
O -7.71 -11.65 17.94
S -8.39 -11.91 19.18
O -9.50 -12.86 19.24
O -7.24 -12.33 20.38
C -6.55 -11.23 20.87
C -7.54 -10.09 20.85
O -8.70 -10.58 20.18
H -6.06 -11.63 21.75
H -5.79 -10.94 20.15
H -7.17 -9.34 20.15
H -7.66 -9.78 21.89
O -10.58 -11.30 11.98
S -10.48 -11.67 13.40
O -11.62 -12.42 13.96
O -9.15 -12.64 13.73
C -8.39 -11.98 14.80
C -8.82 -10.55 14.84
O -10.09 -10.38 14.32
H -8.77 -12.52 15.67
H -7.32 -12.15 14.67
H -8.20 -9.94 14.18
H -8.84 -10.31 15.91
O -11.51 -3.95 16.81
C -11.22 -5.14 16.62
C -10.32 -5.99 17.51
C -10.29 -7.23 16.78
C -11.51 -7.25 15.82
O -11.75 -5.85 15.64
H -9.37 -5.52 17.75
H -10.88 -5.92 18.45
H -9.47 -7.54 16.13
H -10.55 -8.03 17.48
H -11.22 -7.69 14.87
H -12.32 -7.91 16.13
O -5.82 -10.91 7.22
C -6.48 -10.47 8.14
C -6.99 -11.21 9.42
C -7.85 -10.30 10.02
C -8.09 -9.10 9.04
O -6.85 -9.09 8.25
H -7.55 -12.12 9.22
H -6.22 -11.43 10.16
H -8.81 -10.78 10.23
H -7.67 -9.88 11.00
H -8.91 -9.04 8.32
H -8.24 -8.21 9.66
O -4.04 -15.03 12.01
C -4.84 -15.61 12.75
C -5.87 -14.98 13.79
C -5.88 -16.06 14.82
C -5.73 -17.32 13.98
O -4.74 -16.97 12.99
H -5.58 -13.97 14.08
H -6.69 -14.75 13.11
H -5.11 -15.96 15.59
H -6.82 -16.18 15.37
H -5.38 -18.21 14.49
H -6.56 -17.54 13.31
O -13.98 -9.38 16.72
C -13.62 -10.37 17.31
C -13.63 -11.77 16.76
C -12.90 -12.58 17.76
C -12.52 -11.48 18.84
O -13.25 -10.27 18.56
H -14.60 -12.26 16.72
H -13.28 -11.70 15.73
H -13.58 -13.37 18.10
H -11.99 -13.03 17.35
H -13.06 -11.73 19.75
H -11.47 -11.22 18.95
O -1.36 -13.84 16.20
C -2.36 -13.37 16.59
C -2.67 -12.79 17.99
C -3.99 -12.07 17.82
C -4.56 -12.74 16.58
O -3.51 -13.26 15.86
H -2.73 -13.55 18.76
H -1.86 -12.09 18.18
H -4.65 -12.24 18.67
H -3.94 -10.98 17.72
H -5.34 -13.48 16.75
H -4.97 -11.92 15.99
O -16.31 -13.14 14.44
C -15.57 -12.79 13.58
C -14.66 -13.65 12.74
C -14.47 -12.74 11.56
C -14.82 -11.33 11.95
O -15.67 -11.52 13.10
H -13.72 -13.67 13.30
H -15.16 -14.57 12.46
H -13.38 -12.67 11.47
H -14.96 -13.11 10.66
H -14.06 -10.62 12.29
H -15.48 -11.01 11.15
O -7.17 -8.63 17.01
C -6.11 -8.01 17.14
C -6.02 -6.59 17.78
C -4.76 -6.27 16.99
C -3.90 -7.51 16.71
O -4.93 -8.45 16.70
H -6.81 -5.90 17.48
H -5.85 -6.73 18.84
H -5.07 -5.71 16.11
H -4.13 -5.51 17.47
H -3.44 -7.33 15.74
H -3.12 -7.63 17.46
O -8.59 -18.33 11.91
C -9.45 -17.43 12.13
C -10.90 -17.69 12.24
C -11.61 -16.42 11.78
C -10.54 -15.34 11.94
O -9.35 -16.06 12.10
H -11.14 -18.48 11.53
H -11.00 -17.91 13.30
H -11.73 -16.46 10.70
H -12.51 -16.28 12.36
H -10.64 -14.71 11.07
H -10.62 -14.71 12.83